Formula: H6O3
Source: the OMol25 dataset
Level of theory: wB97M-V/def2-TZVPD

Computed properties:
Structure (SMILES): O.O.O
Net charge: 0
Calculated total energy (eV): -6239.55478
Energy above the lowest of the compared OMol25 structures with the same formula, charge and spin (eV): 0.6984

```
9
H6O3, DFT wB97M-V/def2-TZVPD
O 2.761 3.393 -3.384
H 3.646 3.365 -3.055
H 2.531 4.193 -3.857
O -2.864 -0.609 1.367
H -2.123 -1.174 1.616
H -3.355 -0.727 2.201
O -0.060 -2.737 1.964
H 0.185 -2.854 1.041
H 0.487 -3.309 2.545
```

Atomic partial charges in e from the Mulliken method, atoms 1 to 6: -0.638, 0.317, 0.321, -0.640, 0.321, 0.315

***

Formula: CH2I2
Source: the OMol25 dataset
Level of theory: wB97M-V/def2-TZVPD

Computed properties:
Net charge: 0
Calculated total energy (eV): -17270.03149
Energy above the lowest of the compared OMol25 structures with the same formula, charge and spin (eV): 0.2753

```
5
CH2I2, DFT wB97M-V/def2-TZVPD
C 0.058 -0.300 0.000
I 1.525 1.297 0.012
I -2.034 0.442 -0.010
H 0.324 -0.644 0.985
H 0.127 -0.794 -0.987
```

Listed below, in e, are the Mulliken charges computed for each atom: -0.828, 0.059, 0.062, 0.350, 0.356